Entry 1:
Below is a structure of composition C3H5BrO in a non-equilibrium geometry, with properties calculated with ωB97M-V with the def2-TZVPD basis set.

Computed properties:
Total energy, Eh: -2766.3456
Orbital gap, eV: 8.6
HOMO, eV: -8.81
Charge: 0

Element x y z (Å)
C 0.2987 -0.0602 -0.3974
C 0.8896 0.6890 0.5292
C -1.7660 -0.3576 -1.0072
O 2.1144 0.4160 1.0503
Br -2.7540 0.2647 0.4766
H -0.7581 0.2868 -0.8364
H 0.9071 -0.8933 -0.9557
H 0.3009 1.5822 0.9292
H -1.5121 -1.3230 -0.6520
H 2.2795 -0.6048 0.8634

Entry 2:
Below is a structure of composition C6H6N in a non-equilibrium geometry, with properties calculated with ωB97M-V with the def2-TZVPD basis set.

Computed properties:
Total energy, Eh: -286.4399
Orbital gap (spin up / spin down), eV: 8.6 / 8.6
HOMO (spin up / spin down), eV: -15.06 / -15.06
Charge: +1

Element x y z (Å)
C 1.1603 0.1663 -0.1231
C 2.0994 0.5789 -0.9094
C -1.8392 0.0231 0.9684
C 0.5673 -1.3005 0.3231
C -1.1965 0.4113 -0.3656
C -0.5671 -0.6131 0.6201
N -0.0447 0.8298 0.1883
H 2.2960 1.5685 -1.2950
H 2.9697 0.0323 -1.0098
H -1.6484 0.9031 1.6267
H -2.8312 -0.3846 1.0306
H 0.5459 -2.5089 0.3211
H -1.5114 0.2937 -1.3755

Entry 3:
Below is an isolated molecule of C7H9BrO2S in a non-equilibrium geometry, with properties calculated with ωB97M-V with the def2-TZVPD basis set.

Computed properties:
Total energy, Eh: -3394.6990
Orbital gap, eV: 8.4
HOMO, eV: -8.95
Charge: 0

Element x y z (Å)
C -2.6904 1.6246 -0.3874
C -2.0259 0.3375 -0.9524
C -0.5973 0.1286 -0.4710
C 0.6720 0.4515 -1.1788
Br 0.5855 1.3711 -2.9198
C 1.9614 -0.0028 -0.6466
C 1.8139 -0.6826 0.4666
C 2.7449 -1.3797 1.3458
S 0.0284 -0.7388 0.9435
O -0.1174 0.0010 2.1577
O -0.5228 -2.0929 0.8573
H -2.2266 1.8738 0.5263
H -3.7110 1.4309 -0.1641
H -2.6437 2.5227 -0.9566
H -2.1072 0.0153 -2.0523
H -2.6797 -0.3982 -0.3315
H 2.9236 0.4383 -1.1412
H 3.7568 -1.2490 1.1596
H 2.4617 -2.4800 1.3288
H 2.3737 -1.1715 2.4162

Entry 4:
Below is a cluster of 2 separate species, C3H8O2 in total in a non-equilibrium geometry, with properties calculated with ωB97M-V with the def2-TZVPD basis set.

Computed properties:
Total energy, Eh: -269.5462
Orbital gap, eV: 11.9
HOMO, eV: -11.04
Charge: 0

Element x y z (Å)
O -1.9993 0.4364 -1.0053
C -1.4504 0.4140 0.0972
O -1.4573 -0.7483 0.8727
H -0.6678 1.2868 0.4933
H -2.2305 -1.2010 0.4407
C 2.1290 -0.7031 0.3878
C 2.2332 0.6707 -0.4072
H 2.0134 -0.5614 1.4697
H 1.4357 -1.3075 -0.1372
H 3.1528 -1.1678 0.3743
H 1.1796 1.0513 -0.5213
H 2.4238 0.6477 -1.5090
H 2.8753 1.4576 -0.0158

The records above give, respectively, relative energy (zero: lowest compared OMol25 entry of this formula, charge and spin) values of 119.53, 122.58, 22.87, 30.54 kcal/mol.